{
  "formula": "C73H136Br3N9O24P6",
  "method": "the ωB97M-V functional and the def2-TZVPD basis",
  "species": ["C", "C", "O", "P", "O", "O", "C", "C", "O", "C", "C", "H", "H", "H", "H", "H", "H", "H", "H", "H", "H", "H", "H", "H", "H", "H", "C", "C", "O", "P", "O", "O", "C", "C", "O", "C", "C", "H", "H", "H", "H", "H", "H", "H", "H", "H", "H", "H", "H", "H", "H", "H", "C", "C", "O", "P", "O", "O", "C", "C", "O", "C", "C", "H", "H", "H", "H", "H", "H", "H", "H", "H", "H", "H", "H", "H", "H", "H", "C", "C", "O", "P", "O", "O", "C", "C", "O", "C", "C", "H", "H", "H", "H", "H", "H", "H", "H", "H", "H", "H", "H", "H", "H", "H", "C", "C", "O", "P", "O", "O", "C", "C", "O", "C", "C", "H", "H", "H", "H", "H", "H", "H", "H", "H", "H", "H", "H", "H", "H", "H", "C", "C", "O", "P", "O", "O", "C", "C", "O", "C", "C", "H", "H", "H", "H", "H", "H", "H", "H", "H", "H", "H", "H", "H", "H", "H", "N", "C", "C", "C", "C", "H", "H", "H", "H", "H", "N", "C", "C", "C", "C", "H", "H", "H", "H", "H", "N", "C", "C", "C", "C", "H", "H", "H", "H", "H", "N", "C", "C", "C", "C", "H", "H", "H", "H", "H", "N", "C", "C", "C", "C", "H", "H", "H", "H", "H", "N", "C", "C", "C", "C", "H", "H", "H", "H", "H", "N", "C", "C", "C", "C", "H", "H", "H", "H", "H", "N", "C", "C", "C", "C", "H", "H", "H", "H", "H", "N", "C", "C", "C", "C", "H", "H", "H", "H", "H", "C", "Br", "Br", "Br", "H"],
  "coordinates": [[22.38465, 21.06922, 13.30359], [21.75648, 20.42481, 14.44656], [20.52220, 21.16414, 14.86011], [20.72198, 22.44144, 15.74546], [21.56025, 22.35709, 16.94708], [19.19831, 22.83931, 15.95756], [18.77221, 23.68783, 17.11051], [18.92410, 25.18896, 16.74085], [21.31613, 23.57169, 14.79555], [20.62528, 23.86711, 13.57356], [21.48764, 24.78318, 12.74374], [22.90178, 21.95971, 13.58855], [22.95254, 20.29784, 12.76982], [21.64930, 21.44622, 12.60178], [21.39890, 19.46411, 14.08900], [22.34184, 20.22006, 15.33138], [17.70174, 23.54525, 17.31357], [19.31450, 23.40228, 18.05436], [19.93269, 25.56162, 16.69858], [18.43730, 25.38804, 15.78065], [18.25156, 25.72569, 17.42600], [20.38101, 22.97296, 13.01354], [19.69475, 24.33939, 13.90314], [21.69289, 25.73230, 13.27502], [22.42339, 24.32469, 12.50992], [21.06207, 25.12709, 11.79125], [25.34471, 13.21339, 17.05042], [26.52024, 14.06006, 16.73862], [26.06300, 14.98685, 15.62700], [27.09072, 16.15750, 15.30666], [27.70696, 16.83280, 16.47525], [28.21180, 15.54196, 14.36886], [27.98303, 14.69848, 13.22611], [27.83154, 15.45391, 11.92847], [26.19881, 17.00823, 14.27812], [25.83884, 18.37908, 14.62928], [24.70449, 18.43901, 15.58099], [24.66935, 13.65967, 17.81101], [24.76645, 12.74378, 16.25216], [25.82837, 12.36960, 17.57125], [26.74678, 14.73696, 17.54708], [27.46041, 13.57489, 16.34073], [28.82435, 14.03633, 13.17798], [27.15246, 14.05907, 13.52104], [27.59223, 14.77873, 11.13490], [27.03423, 16.15927, 12.03065], [28.77626, 16.00247, 11.74413], [26.71658, 18.79027, 15.11849], [25.57562, 18.93664, 13.73083], [24.46055, 19.47340, 15.85933], [23.78751, 18.00726, 15.08746], [24.92167, 17.92477, 16.50692], [21.06564, 11.33184, 23.05825], [20.30201, 11.75290, 21.81113], [20.93301, 11.11063, 20.68505], [20.10190, 10.80312, 19.38540], [20.78497, 9.89252, 18.44430], [18.70229, 10.39670, 19.94553], [17.52881, 10.23717, 19.04411], [16.31887, 9.81855, 19.82198], [19.77282, 12.29584, 18.72065], [20.44074, 12.74725, 17.51245], [21.88997, 12.98281, 17.72934], [20.83877, 10.31179, 23.28814], [22.14295, 11.49552, 22.95908], [20.59878, 11.96251, 23.85536], [19.20979, 11.60908, 21.88031], [20.42771, 12.79372, 21.74000], [17.38558, 11.21851, 18.55974], [17.80249, 9.55178, 18.28539], [15.85533, 10.50587, 20.47625], [15.52816, 9.61855, 19.09729], [16.54970, 8.93183, 20.42616], [20.31621, 11.87174, 16.79671], [19.84714, 13.57668, 17.15089], [22.50272, 13.08091, 16.83455], [21.89165, 13.87990, 18.34214], [22.40958, 12.23370, 18.29721], [16.91660, 16.24969, 24.71641], [16.42989, 14.99916, 24.00881], [17.16374, 14.80519, 22.70640], [16.65374, 13.70760, 21.70150], [16.23744, 12.41034, 22.20113], [15.49218, 14.56229, 21.07963], [14.62935, 13.85700, 20.16644], [13.62519, 14.86951, 19.61211], [17.80760, 13.62976, 20.67668], [18.39438, 14.77600, 20.07215], [19.71924, 15.15814, 20.67429], [16.42359, 16.43599, 25.66495], [17.96442, 16.13790, 24.99508], [16.83181, 17.10366, 24.00300], [16.55749, 14.14321, 24.65710], [15.34496, 15.00807, 23.85572], [15.24475, 13.47484, 19.30460], [14.06729, 13.07052, 20.63599], [14.10480, 15.79641, 19.30742], [13.09683, 14.39880, 18.80716], [12.79428, 15.12934, 20.26250], [18.46158, 14.55510, 19.01206], [17.71183, 15.62363, 20.17238], [20.08357, 16.04379, 20.20106], [19.54427, 15.36620, 21.74012], [20.43039, 14.35012, 20.53140], [18.07011, 18.67110, 13.46611], [18.44477, 17.48828, 14.32989], [19.94503, 17.34277, 14.30178], [20.54418, 16.28139, 15.21540], [20.09430, 14.90134, 15.04327], [20.38099, 16.69378, 16.70121], [21.07142, 17.93957, 17.05161], [21.40274, 17.94281, 18.51127], [21.99423, 16.51583, 14.81182], [22.90577, 15.31030, 14.98911], [23.32939, 14.85886, 13.57125], [18.62498, 19.55922, 13.77536], [18.44662, 18.44018, 12.45848], [16.96895, 18.81611, 13.44960], [18.10799, 17.68627, 15.37737], [17.97918, 16.59077, 13.98507], [22.00166, 18.07001, 16.40617], [20.36292, 18.70396, 16.76226], [21.77461, 18.93632, 18.75416], [20.51745, 17.68945, 19.09043], [22.23666, 17.25555, 18.68237], [23.78496, 15.61680, 15.59612], [22.27502, 14.52380, 15.31916], [24.12174, 14.10954, 13.62974], [22.39664, 14.51411, 13.11554], [23.73782, 15.65943, 12.95305], [15.77839, 23.22764, 14.65062], [15.68125, 21.78914, 14.25147], [14.36375, 21.23813, 14.51479], [13.04239, 21.64495, 13.76167], [12.34693, 22.86558, 14.17767], [13.49041, 21.65137, 12.19895], [12.63751, 22.52927, 11.29711], [11.54159, 21.71267, 10.66960], [12.18768, 20.32137, 13.99556], [12.82404, 18.98606, 14.07729], [11.73166, 18.12608, 14.67568], [15.20803, 23.79574, 13.89261], [15.37690, 23.37591, 15.66629], [16.79752, 23.60845, 14.61412], [15.89411, 21.65659, 13.17499], [16.37972, 21.20269, 14.83199], [12.25641, 23.35208, 11.92267], [13.34609, 22.92168, 10.51233], [10.91655, 21.17465, 11.37788], [10.86393, 22.32217, 10.04107], [11.93699, 20.98252, 9.95880], [12.92147, 18.72716, 13.05034], [13.72497, 19.09672, 14.65491], [11.89933, 17.05395, 14.43363], [11.70934, 18.24308, 15.74923], [10.71314, 18.40377, 14.33272], [14.98558, 19.70153, 10.48428], [16.24651, 19.41464, 10.00887], [16.13787, 18.19694, 9.42960], [14.74333, 17.77219, 9.56902], [14.10605, 18.70745, 10.29778], [14.67583, 20.54403, 10.99898], [17.07673, 20.09573, 10.17668], [16.93592, 17.65874, 8.94917], [14.29832, 16.87550, 9.16006], [13.09298, 18.85209, 10.63228], [23.79407, 21.82328, 20.38447], [24.29495, 21.32311, 21.54108], [24.77431, 20.06533, 21.27433], [24.77156, 19.94620, 19.82654], [24.05805, 20.96747, 19.34965], [23.22084, 22.62257, 20.15508], [24.03387, 21.77482, 22.48406], [25.24825, 19.33537, 21.90741], [25.15290, 19.07782, 19.27556], [23.66200, 21.08301, 18.36807], [25.35286, 11.60401, 12.53415], [25.40930, 12.38706, 11.41990], [26.57608, 12.00409, 10.80519], [27.21908, 11.00569, 11.58642], [26.44545, 10.79113, 12.68240], [24.59395, 11.65637, 13.17468], [24.64802, 13.13012, 11.13605], [26.91797, 12.33376, 9.81907], [28.09151, 10.44209, 11.35163], [26.45083, 10.09333, 13.51541], [14.74149, 17.08434, 13.02995], [13.89895, 16.13470, 12.56589], [13.48980, 15.32490, 13.54871], [14.12339, 15.80820, 14.80554], [14.94810, 16.83801, 14.37308], [15.47174, 17.55974, 12.50461], [13.59165, 16.02544, 11.54888], [12.78232, 14.50084, 13.51865], [14.06599, 15.35183, 15.76769], [15.70201, 17.39876, 14.92805], [20.90815, 12.03070, 12.19261], [21.09877, 11.81392, 13.50962], [21.89853, 10.74482, 13.64761], [22.17590, 10.19194, 12.32723], [21.53528, 11.02938, 11.44479], [20.27915, 12.65709, 11.75464], [20.61556, 12.48065, 14.22903], [22.10898, 10.35080, 14.64089], [22.71268, 9.28175, 12.04858], [21.56560, 11.07661, 10.35782], [18.65121, 14.29484, 12.48978], [17.33051, 13.92623, 12.30297], [17.02309, 14.28576, 11.02929], [18.18506, 14.97920, 10.45638], [19.14516, 15.02284, 11.41127], [19.05516, 14.23960, 13.41305], [16.80598, 13.32355, 13.04601], [16.10467, 14.01233, 10.53042], [18.28939, 15.39137, 9.48096], [20.16072, 15.45080, 11.36630], [19.20916, 21.21570, 11.19736], [18.31300, 21.85244, 11.93899], [17.87737, 22.96167, 11.32046], [18.57688, 22.98338, 10.04273], [19.37829, 21.89052, 10.01905], [19.64932, 20.35051, 11.38947], [18.09396, 21.39939, 12.89922], [17.21070, 23.66805, 11.75910], [18.45489, 23.76106, 9.29362], [20.11178, 21.41080, 9.35822], [20.96692, 20.37980, 20.83005], [20.16391, 21.07808, 19.96386], [18.83784, 20.73845, 20.26128], [18.89469, 19.76067, 21.37470], [20.21410, 19.57057, 21.64000], [21.95585, 20.57920, 20.94891], [20.56205, 21.66410, 19.13744], [17.92828, 21.10899, 19.83010], [18.08299, 19.24127, 21.84030], [20.72789, 19.00922, 22.42722], [22.47620, 18.61316, 9.59390], [21.14932, 18.59265, 9.09046], [20.41157, 18.14764, 10.12691], [21.26244, 17.96360, 11.25927], [22.52477, 18.22556, 10.91522], [23.24596, 18.95604, 9.08634], [20.90157, 18.99613, 8.12954], [19.34626, 17.91789, 10.11306], [21.01858, 17.61751, 12.21785], [23.39989, 18.26554, 11.55821], [16.37250, 19.15838, 18.01208], [14.69246, 19.95034, 17.69363], [17.76949, 19.92167, 16.90669], [16.34367, 17.25713, 17.77227], [16.67767, 19.37469, 19.05542]],
  "total_energy_ev": -406332.4417,
  "homo_lumo_gap_ev": 8.133,
  "charge": 0,
  "molar_mass_g_mol": 1949.49
}